[1]
7 unconnected molecules or ions with the total composition C13H38NO14 at a distorted geometry. Source: the OMol25 dataset; level of theory: ωB97M-V/def2-TZVPD.

Geometry as ORCA input:
```
! RIJCOSX wB97M-V def2-TZVPD def2/J DEFGRID3
* xyz -1 1
N -0.225 -0.687 0.840
O -0.304 -0.394 -0.334
O -0.257 -1.848 1.189
O -0.164 0.204 1.677
C 2.624 -1.640 -2.177
C 1.421 -1.519 -3.165
C 0.565 -2.825 -2.995
O 0.738 -0.334 -2.982
H 3.331 -0.815 -2.264
H 3.296 -2.394 -2.586
H 2.367 -1.938 -1.161
H 1.705 -1.516 -4.217
H 0.146 -2.740 -1.992
H 1.169 -3.727 -2.897
H -0.351 -2.869 -3.583
H 0.372 -0.288 -2.096
C -0.631 4.445 0.858
C -1.393 5.781 0.984
O -2.667 5.779 0.318
O -1.365 3.410 1.621
H 0.288 4.484 1.443
H -0.462 4.154 -0.179
H -0.789 6.671 0.811
H -1.628 5.878 2.044
H -2.561 6.195 -0.541
H -0.732 2.853 2.080
C -3.435 0.060 3.169
C -3.220 -1.459 3.404
O -1.804 -1.732 3.550
O -2.758 0.771 2.128
H -3.018 0.592 4.023
H -4.491 0.236 2.964
H -3.679 -2.052 2.614
H -3.480 -1.708 4.433
H -1.269 -1.567 2.770
H -1.823 0.557 2.079
C 3.627 1.483 1.231
C 2.661 2.381 0.442
O 2.911 3.828 0.759
O 4.928 1.873 1.002
H 3.299 0.470 1.000
H 3.367 1.534 2.288
H 1.600 2.144 0.526
H 2.818 2.189 -0.619
H 2.772 4.453 0.044
H 5.082 2.764 1.327
C -1.603 2.004 -2.687
C -2.579 0.915 -2.593
O -2.711 0.455 -1.177
O -2.114 3.235 -2.090
H -1.541 2.164 -3.763
H -0.602 1.765 -2.327
H -2.496 0.080 -3.288
H -3.558 1.264 -2.922
H -1.963 -0.091 -0.927
H -1.697 3.941 -2.589
C 1.313 -4.929 0.589
C 1.588 -6.334 0.185
O 0.844 -7.267 0.999
O -0.017 -4.527 0.353
H 1.983 -4.246 0.067
H 1.595 -4.720 1.621
H 2.622 -6.649 0.326
H 1.375 -6.461 -0.876
H 1.024 -8.103 0.562
H -0.043 -3.634 0.704
*
```

Its gap between HOMO and LUMO is 0.318 hartree. The energy above the lowest of the compared OMol25 structures with the same formula, charge and spin comes out at 17.0 kcal per mole. The calculation puts the lowest unoccupied orbital energy at 2.41 eV. The calculation puts the HOMO energy at -6.247 eV. The calculation puts the total energy at -44246.674 eV.

Mulliken population analysis, charges in e, atoms 1 to 6:
1 N 0.9285
2 O -0.4410
3 O -1.0370
4 O -0.7882
5 C -1.1834
6 C 0.4507

---

[2]
C4H5N3 in the gas phase. Source: the OMol25 dataset; level of theory: ωB97M-V/def2-TZVPD.

Geometry as ORCA input:
```
! RIJCOSX wB97M-V def2-TZVPD def2/J DEFGRID3
* xyz 0 1
N -2.204 0.452 0.304
C -1.074 -0.007 0.779
C 0.014 0.194 -0.285
N 1.037 0.954 0.421
C 2.013 0.132 0.521
N 1.851 -1.156 -0.055
C 0.680 -1.112 -0.571
H -2.278 0.836 -0.632
H -3.012 0.567 0.901
H -0.232 0.718 -1.237
H 2.982 0.375 0.947
H 0.222 -1.940 -1.104
*
```

Its gap between HOMO and LUMO is 0.353 hartree. The energy above the lowest of the compared OMol25 structures with the same formula, charge and spin comes out at 77.7 kcal per mole. The calculation puts the lowest unoccupied orbital energy at 0.65 eV. The calculation puts the HOMO energy at -8.947 eV. The calculation puts the total energy at -8696.442 eV.

Mulliken population analysis, charges in e, atoms 1 to 6:
1 N -0.1455
2 C -0.7581
3 C 0.5650
4 N -0.4678
5 C -0.0597
6 N -0.5255

---

[3]
C15H22N2O5S in the gas phase. Source: the OMol25 dataset; level of theory: ωB97M-V/def2-TZVPD.

Geometry as ORCA input:
```
! RIJCOSX wB97M-V def2-TZVPD def2/J DEFGRID3
* xyz 0 1
C -5.575 -2.066 0.222
O -4.770 -0.941 0.547
C -3.681 -0.773 -0.198
O -3.439 -1.370 -1.214
C -2.846 0.414 0.307
C -2.868 1.509 -0.763
C -2.406 2.871 -0.263
S -0.664 2.951 0.283
C 0.194 2.840 -1.312
N -1.501 -0.065 0.533
C -1.322 -1.311 1.017
O -2.257 -2.055 1.265
N -0.029 -1.750 1.200
C 1.185 -1.161 0.837
C 1.472 0.167 1.104
C 2.699 0.707 0.713
O 2.866 2.028 0.991
C 4.103 2.629 0.691
C 3.644 -0.089 0.090
C 3.370 -1.440 -0.138
O 4.374 -2.138 -0.735
C 4.182 -3.507 -0.994
C 2.146 -1.974 0.228
H -5.802 -2.076 -0.846
H -5.037 -2.979 0.483
H -6.484 -1.974 0.812
H -3.297 0.776 1.242
H -3.895 1.620 -1.119
H -2.263 1.176 -1.608
H -2.532 3.625 -1.040
H -2.979 3.169 0.614
H 1.252 2.904 -1.085
H -0.023 1.892 -1.794
H -0.106 3.672 -1.943
H -0.732 0.573 0.394
H 0.002 -2.750 1.350
H 0.795 0.805 1.648
H 4.015 3.662 1.023
H 4.925 2.144 1.226
H 4.311 2.609 -0.384
H 4.605 0.282 -0.221
H 4.014 -4.071 -0.072
H 3.345 -3.673 -1.680
H 5.103 -3.850 -1.462
H 1.908 -3.010 0.049
*
```

Its gap between HOMO and LUMO is 0.335 hartree. The energy above the lowest of the compared OMol25 structures with the same formula, charge and spin comes out at 10.8 kcal per mole. The calculation puts the lowest unoccupied orbital energy at 0.67 eV. The calculation puts the HOMO energy at -8.454 eV. The calculation puts the total energy at -39965.392 eV.

Mulliken population analysis, charges in e, atoms 1 to 6:
1 C -0.7231
2 O -0.3218
3 C 0.0776
4 O -0.6171
5 C 0.9009
6 C -0.9494

---

[4]
2 unconnected molecules or ions with the total composition C3H7NO2 at a distorted geometry. Source: the OMol25 dataset; level of theory: ωB97M-V/def2-TZVPD.

Geometry as ORCA input:
```
! RIJCOSX wB97M-V def2-TZVPD def2/J DEFGRID3
* xyz 0 1
C 1.618 2.209 0.830
C 0.153 2.512 0.466
O -0.563 1.574 0.203
H 1.812 1.971 1.878
H 1.692 1.202 0.390
H 2.381 2.857 0.409
H -0.044 3.534 0.095
N -1.042 -1.264 -0.160
C -0.528 -2.240 -0.956
O 0.015 -3.256 -0.553
H -0.737 -0.323 -0.388
H -1.306 -1.578 0.754
H -0.433 -2.062 -2.036
*
```

Its gap between HOMO and LUMO is 0.365 hartree. The energy above the lowest of the compared OMol25 structures with the same formula, charge and spin comes out at 43.1 kcal per mole. The calculation puts the lowest unoccupied orbital energy at 0.36 eV. The calculation puts the HOMO energy at -9.576 eV. The calculation puts the total energy at -8808.658 eV.

Mulliken population analysis, charges in e, atoms 1 to 6:
1 C -0.8181
2 C 0.1281
3 O -0.4987
4 H 0.2722
5 H 0.2428
6 H 0.2966